10
Properties=species:S:1:pos:R:3 method="wB97M-V/def2-TZVPD" de_lowest_kj_mol=289.9 e_homo_ev="-8.58 / -9.89" lumo_ha="-0.116 / -0.082" max_force_ev_per_a=4.03 gap_ev="5.424 / 7.666" total_energy_ev=-234059.57868
C -0.775 -0.457 -0.593
C 0.686 -0.340 -0.237
P 1.327 1.112 0.717
Cl 1.440 -1.735 0.587
Br 1.629 0.190 -1.928
Br -0.018 2.734 0.168
Br -0.636 -0.144 3.401
H -1.035 -0.969 -1.428
H -1.223 0.453 -0.784
H -1.395 -0.843 0.096

9
Properties=species:S:1:pos:R:3 method="wB97M-V/def2-TZVPD" de_lowest_kj_mol=418.3 e_homo_ev="-8.71 / -8.22" lumo_ha="-0.005 / -0.073" max_force_ev_per_a=4.93 gap_ev="8.575 / 6.229" total_energy_ev=-105086.68954
C 1.231 1.148 -0.976
C 0.791 1.598 0.101
Si -1.158 -1.161 0.945
Cl -0.169 -2.650 2.059
Cl -3.217 -1.139 1.039
Br -0.591 -1.777 -1.087
H 2.024 1.629 -1.467
H 0.779 0.351 -1.638
H 0.309 2.002 1.024